This record from the OMol25 dataset describes a 9-piece molecular cluster, C11H37F3N14O10 overall. The level of theory is ωB97M-V/def2-TZVPD.

```
75
Properties=species:S:1:pos:R:3:lowdin_spin:R:1
O 0.51 0.29 -0.32 0.00
H 0.29 0.54 -1.22 0.00
H 0.31 -0.65 -0.30 0.00
H 0.04 0.81 0.34 0.00
C 1.05 -3.28 -0.18 0.08
O 0.53 -4.54 -0.68 0.00
O 0.04 -2.33 -0.49 0.77
C 1.83 -3.40 1.23 0.03
F 2.54 -2.41 1.69 0.00
F 1.08 -3.69 2.33 0.01
F 2.74 -4.34 1.15 0.00
C -0.30 -5.43 0.22 0.00
C -0.73 -6.61 -0.65 0.00
H -1.13 -7.38 0.02 0.00
H -1.50 -6.33 -1.38 0.00
H 0.12 -7.10 -1.13 0.00
H -1.18 -4.88 0.55 0.00
H 0.42 -5.60 1.02 0.00
H 1.82 -2.87 -0.84 0.05
C 2.65 4.19 1.88 0.00
O 2.16 4.09 2.98 0.00
N 2.30 3.42 0.86 0.00
N 3.52 5.11 1.56 0.00
H 1.68 2.64 1.06 0.00
H 2.63 3.32 -0.09 0.00
H 3.91 5.23 0.64 0.00
H 3.90 5.53 2.40 0.00
C -1.59 -2.84 -3.92 0.00
O -1.70 -3.07 -5.13 0.01
N -2.43 -3.21 -2.98 0.00
N -0.50 -2.54 -3.36 0.01
H -2.23 -2.87 -2.05 0.00
H -3.21 -3.77 -3.29 0.00
H 0.24 -1.97 -3.75 0.00
H -0.35 -2.66 -2.37 0.00
C -0.02 4.13 -1.52 0.00
O 0.49 3.05 -1.29 0.00
N -0.18 5.07 -0.67 0.00
N -0.16 4.55 -2.76 0.00
H -0.79 5.87 -0.75 0.00
H -0.01 4.72 0.27 0.00
H 0.17 4.21 -3.65 0.00
H -0.66 5.42 -2.89 0.00
C -1.40 2.83 2.30 0.00
O -0.82 2.33 1.34 0.00
N -1.08 4.03 2.56 0.00
N -2.37 2.36 3.00 0.00
H -1.48 4.33 3.44 0.00
H -0.29 4.40 2.06 0.00
H -2.68 1.42 2.79 0.00
H -2.69 3.02 3.69 0.00
C -3.09 -1.41 1.20 0.00
O -2.82 -0.24 1.02 0.00
N -3.87 -1.70 2.16 0.00
N -2.56 -2.46 0.65 0.02
H -3.93 -2.66 2.46 0.00
H -4.20 -0.89 2.66 0.00
H -1.71 -2.46 0.11 0.00
H -2.84 -3.38 0.95 0.00
C 0.07 0.70 -3.81 0.00
O 0.67 0.34 -2.83 0.00
N 0.35 0.39 -5.05 0.00
N -0.78 1.64 -3.75 0.00
H -0.10 0.82 -5.84 0.00
H 1.12 -0.25 -5.19 0.00
H -0.99 1.99 -2.83 0.00
H -1.18 2.10 -4.55 0.00
C 2.34 0.44 3.15 0.00
O 1.92 0.28 2.03 0.00
N 2.29 1.62 3.79 0.00
N 2.94 -0.43 3.82 0.00
H 2.63 1.57 4.74 0.00
H 2.01 2.43 3.25 0.00
H 3.28 -0.24 4.76 0.00
H 2.94 -1.33 3.38 0.00
```

Results
* net charge: +1
* highest occupied orbital energy (alpha / beta): -0.41851 / -0.41718 Ha
* Kohn-Sham gap (alpha / beta): 9.6 / 4.7 eV
* LUMO level (alpha / beta): -1.8 / -6.6 eV
* multiplicity: 2
* expectation value of S²: 0.75



This record from the OMol25 dataset describes one molecule with the formula C11H21N3O4. The level of theory is ωB97M-V/def2-TZVPD.

```
39
Properties=species:S:1:pos:R:3:nbo_charge:R:1
O 0.38 2.87 -2.20 -0.62
O -1.48 -1.96 3.70 -0.32
O -1.09 -4.11 3.69 -0.35
O -0.38 -2.84 1.90 -0.37
C 0.63 2.29 -1.18 0.68
N 0.19 1.01 -0.91 -0.64
N 2.16 2.01 0.77 -0.86
N -1.03 -2.97 3.18 0.69
C 0.63 3.89 0.72 -0.61
C 2.60 3.88 -0.73 -0.61
C -0.52 0.17 -1.86 -0.20
C -0.33 -3.46 -0.39 -0.41
C -2.33 -2.31 0.45 -0.43
C 0.22 -2.13 -0.95 -0.41
C -1.76 -0.97 0.00 -0.41
C -1.22 -3.30 0.83 0.08
C 1.51 3.00 -0.13 0.01
C -0.95 -1.16 -1.24 -0.22
H 0.49 0.62 -0.02 0.42
H 2.87 1.46 0.29 0.36
H 2.56 2.43 1.60 0.37
H 1.13 4.29 1.61 0.21
H -0.30 3.34 1.00 0.22
H 0.32 4.79 0.14 0.23
H 3.13 4.42 0.05 0.21
H 3.33 3.27 -1.29 0.21
H 2.12 4.62 -1.42 0.23
H -1.43 0.69 -2.12 0.20
H 0.10 0.02 -2.76 0.20
H 0.53 -4.14 -0.13 0.22
H -0.94 -3.96 -1.16 0.21
H -2.98 -2.15 1.32 0.22
H -2.92 -2.71 -0.30 0.21
H 0.73 -2.39 -1.87 0.21
H 0.93 -1.72 -0.26 0.21
H -1.14 -0.53 0.80 0.21
H -2.60 -0.33 -0.24 0.22
H -1.61 -4.27 1.14 0.20
H -1.55 -1.64 -2.02 0.20
```

Results
* energy above the lowest of the compared OMol25 structures with the same formula, charge and spin: 126.5 kcal/mol
* net charge: 0
* highest occupied orbital energy: -0.34218 Ha
* Kohn-Sham gap: 9.0 eV
* LUMO level: -0.3 eV
* structure (SMILES): CC(C)(N)C(=O)NC[C@H]1CC[C@@H](O[N+](=O)[O-])CC1



This record from the OMol25 dataset describes one molecule with the formula C5H12. The level of theory is ωB97M-V/def2-TZVPD.

```
17
Properties=species:S:1:pos:R:3:nbo_charge:R:1
C -0.52 1.45 -0.34 -0.62
C -0.17 0.05 0.11 0.04
C 1.27 -0.39 -0.87 -0.69
C 0.29 0.01 1.58 -0.71
C -1.19 -1.02 -0.19 -0.62
H -1.45 1.83 0.11 0.21
H -0.61 1.44 -1.42 0.21
H 0.29 2.14 -0.05 0.21
H 2.16 0.28 -0.79 0.21
H 0.97 -0.36 -1.92 0.20
H 1.70 -1.41 -0.70 0.21
H 1.16 -0.25 0.97 0.28
H 0.43 0.96 2.12 0.22
H -0.03 -0.81 2.22 0.22
H -0.82 -1.99 0.19 0.21
H -2.17 -0.84 0.27 0.21
H -1.30 -1.09 -1.27 0.21
```

Results
* energy above the lowest of the compared OMol25 structures with the same formula, charge and spin: 53.7 kcal/mol
* net charge: 0
* highest occupied orbital energy: -0.34493 Ha
* Kohn-Sham gap: 10.3 eV
* LUMO level: 1.0 eV
* structure (SMILES): CC(C)(C)C



This record from the OMol25 dataset describes an isolated ion of composition CNO4 and charge -1. The level of theory is ωB97M-V/def2-TZVPD.

```
6
Properties=species:S:1:pos:R:3:nbo_charge:R:1
C -0.42 -0.60 0.08 0.78
N 0.57 0.39 -0.32 0.46
O -1.38 0.42 0.85 -0.86
O -0.60 -1.80 0.10 -0.60
O 1.61 0.32 0.33 -0.42
O 0.21 1.28 -1.05 -0.36
```

Results
* energy above the lowest of the compared OMol25 structures with the same formula, charge and spin: 67.4 kcal/mol
* net charge: -1
* highest occupied orbital energy (alpha / beta): -0.15155 / -0.15154 Ha
* Kohn-Sham gap (alpha / beta): 8.4 / 8.4 eV
* LUMO level (alpha / beta): 4.3 / 4.3 eV
* structure (SMILES): O=C([O-])[N+](=O)[O-]



This record from the OMol25 dataset describes C12H35NO9 as an isolated structure. The level of theory is ωB97M-V/def2-TZVPD.

```
57
Properties=species:S:1:pos:R:3:nbo_charge:R:1
C 24.55 6.10 5.69 -0.65
C 24.01 7.30 5.03 -0.06
C 23.46 8.36 6.08 -0.06
O 22.48 7.76 6.87 -0.56
C 22.61 8.10 8.30 -0.25
N 25.05 7.89 4.21 -0.85
H 25.57 6.15 6.05 0.18
H 24.36 5.23 5.06 0.30
H 23.94 6.00 6.59 0.21
H 23.18 7.14 4.34 0.17
H 23.03 9.20 5.54 0.16
H 24.32 8.69 6.66 0.16
H 23.50 7.65 8.73 0.17
H 21.73 7.73 8.83 0.20
H 22.77 9.17 8.41 0.18
H 25.58 7.13 3.83 0.34
H 24.78 8.52 3.46 0.37
C 22.75 0.49 2.80 -0.08
C 23.72 1.36 2.03 -0.10
O 24.30 0.62 0.95 -0.77
O 23.42 -0.29 3.77 -0.75
H 22.08 -0.15 2.24 0.19
H 22.18 1.18 3.43 0.15
H 24.49 1.73 2.71 0.23
H 23.14 2.07 1.44 0.16
H 23.81 -0.04 0.46 0.47
H 24.02 0.21 4.33 0.48
C 24.53 4.37 3.03 -0.14
C 24.05 4.59 1.66 -0.11
O 22.93 5.58 1.69 -0.72
O 23.47 3.93 3.87 -0.78
H 25.11 5.25 3.29 0.21
H 25.17 3.49 2.95 0.18
H 23.46 3.72 1.36 0.18
H 24.75 4.75 0.84 0.21
H 22.46 5.21 2.44 0.47
H 23.76 3.97 4.78 0.52
C 28.22 3.35 7.98 -0.09
C 26.69 3.78 7.82 -0.09
O 26.04 3.53 9.05 -0.73
O 28.24 1.96 8.16 -0.73
H 28.84 3.92 8.68 0.18
H 28.72 3.46 7.02 0.16
H 26.15 3.21 7.07 0.17
H 26.64 4.72 7.28 0.17
H 26.08 2.60 9.25 0.49
H 29.12 1.71 8.43 0.48
C 23.34 2.23 5.18 -0.14
C 24.20 2.93 6.18 -0.15
O 24.69 4.25 5.82 -0.82
O 24.13 1.94 3.99 -0.88
H 22.53 2.92 4.95 0.22
H 23.02 1.31 5.66 0.22
H 25.03 2.24 6.33 0.19
H 23.58 3.18 7.04 0.20
H 25.20 4.53 6.58 0.57
H 24.03 2.66 3.36 0.57
```

Results
* energy above the lowest of the compared OMol25 structures with the same formula, charge and spin: 310.1 kcal/mol
* net charge: 0
* highest occupied orbital energy: -0.31258 Ha
* Kohn-Sham gap: 8.9 eV
* LUMO level: 0.4 eV



This record from the OMol25 dataset describes one molecule with the formula C5H9F. The level of theory is ωB97M-V/def2-TZVPD.

```
15
Properties=species:S:1:pos:R:3:nbo_charge:R:1
C 2.13 0.34 0.30 0.06
C 0.80 0.44 -0.21 -0.47
C -0.09 -0.71 -0.15 -0.44
C -1.43 -0.19 -0.60 -0.19
C -2.48 -0.17 0.37 -0.43
H 2.76 1.32 -0.15 0.15
H 2.37 0.41 1.44 0.17
H 0.14 1.14 0.23 0.23
H 0.72 0.95 -1.28 0.20
H -0.16 -0.95 0.99 0.20
H 0.20 -1.58 -0.71 0.23
H -1.57 0.40 -1.63 0.22
H -2.27 -0.56 1.43 0.20
H -3.70 -0.01 0.14 0.22
F 2.59 -0.84 -0.17 -0.36
```

Results
* energy above the lowest of the compared OMol25 structures with the same formula, charge and spin: 66.7 kcal/mol
* net charge: 0
* highest occupied orbital energy: -0.34439 Ha
* Kohn-Sham gap: 10.5 eV
* LUMO level: 1.1 eV
* structure (SMILES): C=CCCCF



This record from the OMol25 dataset describes an isolated ion of composition C6H6Cl2N and charge +1. The level of theory is ωB97M-V/def2-TZVPD.

```
15
Properties=species:S:1:pos:R:3:nbo_charge:R:1
C -0.59 -1.46 0.13 -0.19
C -1.83 -0.75 -0.01 0.00
C 0.39 -0.54 0.09 0.18
C -1.64 0.55 -0.06 0.05
C 0.44 1.85 0.03 0.17
C 1.88 -0.58 -0.03 -0.70
N -0.24 0.70 -0.06 -0.28
Cl -3.35 -1.65 -0.02 0.12
Cl -2.67 1.99 0.07 0.10
H -0.50 -2.48 0.18 0.26
H -0.01 2.79 -0.15 0.25
H 1.55 1.72 0.05 0.25
H 2.16 -0.10 -1.00 0.25
H 2.03 -1.63 -0.11 0.27
H 2.39 -0.41 0.89 0.26
```

Results
* net charge: +1
* highest occupied orbital energy (alpha / beta): -0.50119 / -0.50118 Ha
* Kohn-Sham gap (alpha / beta): 7.1 / 7.1 eV
* LUMO level (alpha / beta): -6.5 / -6.5 eV
* structure (SMILES): C=[N+]1C(C)=CC(Cl)=C1Cl



This record from the OMol25 dataset describes C15H16BrEuF6N3O9S2 as an isolated structure. The level of theory is ωB97M-V/def2-TZVPD.

```
53
Properties=species:S:1:pos:R:3:lowdin_spin:R:1
Eu 0.74 0.17 -0.11 6.93
O -0.34 3.12 2.99 0.00
C 0.07 2.13 2.28 0.00
O -0.03 1.93 1.03 -0.01
C 0.80 1.00 2.94 0.00
O 1.00 1.03 4.21 0.00
O 1.13 0.12 2.09 -0.01
Br -0.41 0.16 -7.03 0.01
C -0.10 0.16 -5.16 0.02
C -0.20 1.34 -4.45 0.00
C 0.04 1.29 -3.09 0.02
N 0.35 0.15 -2.42 0.01
C 0.44 -0.98 -3.16 0.02
C 0.22 -1.03 -4.52 0.00
H -0.45 2.28 -4.92 0.00
H -0.02 2.18 -2.47 0.00
H 0.69 -1.87 -2.60 0.00
H 0.30 -1.97 -5.06 0.00
O -0.66 1.69 -0.99 0.00
C -1.63 2.05 -0.33 0.01
C -1.95 1.47 1.03 0.00
C -3.29 0.73 1.13 0.00
C -4.31 0.98 0.02 0.00
C -4.77 2.43 -0.14 0.00
C -3.66 3.48 -0.13 0.00
N -2.46 3.02 -0.80 0.00
H -1.92 2.28 1.77 0.00
H -1.14 0.79 1.32 0.00
H -3.75 0.95 2.10 0.00
H -3.08 -0.35 1.15 0.00
H -5.20 0.36 0.21 0.00
H -3.90 0.63 -0.93 0.00
H -5.49 2.68 0.65 0.00
H -5.32 2.51 -1.09 0.00
H -3.40 3.74 0.90 0.00
H -3.99 4.39 -0.62 0.00
H -2.23 3.37 -1.72 0.00
F 1.62 -2.52 3.37 0.00
C 2.81 -1.88 3.30 0.00
F 2.67 -0.76 4.08 0.00
F 3.74 -2.64 3.95 0.00
S 3.34 -1.43 1.59 0.00
O 2.13 -1.34 0.77 -0.01
O 4.03 -0.14 1.72 0.00
N 4.36 -2.60 1.26 0.00
S 3.68 -4.00 1.00 0.00
O 3.15 -4.22 -0.35 0.00
O 2.83 -4.52 2.07 0.00
C 5.20 -5.01 1.08 0.00
F 5.83 -4.89 2.28 0.00
F 4.98 -6.34 0.89 0.00
F 6.12 -4.64 0.14 0.00
H 1.42 -1.48 -1.22 -0.02
```

Results
* energy above the lowest of the compared OMol25 structures with the same formula, charge and spin: 122.0 kcal/mol
* net charge: -2
* highest occupied orbital energy (alpha / beta): 0.02421 / -0.01323 Ha
* Kohn-Sham gap (alpha / beta): 2.9 / 3.9 eV
* LUMO level (alpha / beta): 3.6 / 3.6 eV
* multiplicity: 8
* expectation value of S²: 15.77



Number 1: E -2259.7271 Ha. Number 2: E -896.8576 Ha. Number 3: E -197.6235 Ha. Number 4: E -393.7219 Ha. Number 5: E -1209.5247 Ha. Number 6: E -295.6538 Ha. Number 7: E -1207.0325 Ha. Number 8: E -6102.3639 Ha.